{"formula": "C27H25AuClN3O4", "method": "wB97M-V/def2-TZVPD", "e_tot_ev": -57277.1566, "de_lowest_kcal_mol": 0.0, "gap_ha": 0.25855, "charge": 0, "homo_ev": -7.7, "spin_multiplicity": 1, "species": ["Au", "C", "O", "C", "C", "C", "C", "C", "C", "N", "N", "C", "C", "C", "C", "O", "C", "N", "C", "C", "C", "C", "H", "H", "H", "H", "H", "H", "H", "H", "H", "H", "H", "H", "C", "C", "C", "C", "C", "C", "C", "C", "C", "C", "O", "O", "H", "H", "H", "H", "H", "H", "H", "H", "H", "H", "H", "Cl", "C", "H", "H"], "positions_angstrom": [[0.28551, -0.18331, -0.10126], [6.66541, 5.93688, 0.47492], [6.08142, 5.01333, 1.37455], [4.86368, 5.32207, 1.89464], [4.27268, 4.33657, 2.68471], [3.04074, 4.55548, 3.26894], [2.39040, 5.77504, 3.07876], [3.00335, 6.76745, 2.33211], [4.22511, 6.54216, 1.71118], [1.18822, 6.17050, 3.74536], [0.18077, 5.46322, 3.83355], [0.11451, 4.15217, 3.23584], [-0.11342, 3.07669, 4.03921], [-0.19661, 1.78301, 3.50348], [-0.09182, 1.55741, 2.14822], [-0.16604, 0.26521, 1.77712], [0.04396, 2.69247, 1.26404], [0.03846, 2.51296, -0.09301], [0.08530, 3.55317, -0.87645], [0.13270, 4.88347, -0.40597], [0.15553, 5.09378, 0.93696], [0.13060, 3.99422, 1.82738], [7.56211, 5.45861, 0.09081], [6.94274, 6.86385, 0.98307], [5.98926, 6.16400, -0.35344], [4.79820, 3.40380, 2.83747], [2.60169, 3.77891, 3.87982], [2.51956, 7.73231, 2.24693], [4.67678, 7.33123, 1.12769], [-0.20383, 3.21981, 5.10908], [-0.33660, 0.94013, 4.16557], [0.08807, 3.34836, -1.94343], [0.14081, 5.70952, -1.10353], [0.17101, 6.09942, 1.33530], [7.09420, 1.23053, -4.49840], [5.86192, 0.90099, -3.70256], [4.99958, -0.10814, -4.10841], [3.85789, -0.43146, -3.38389], [2.94639, -1.52363, -3.87565], [3.60246, 0.27479, -2.20657], [4.45962, 1.28845, -1.75988], [4.19121, 2.06508, -0.49809], [5.57309, 1.59148, -2.53065], [2.38897, -0.02454, -1.41041], [1.23142, -0.06075, -1.97690], [2.43646, -0.21223, -0.15674], [7.06932, 0.75994, -5.48051], [7.99346, 0.88531, -3.98420], [7.19452, 2.30741, -4.64078], [5.21639, -0.65748, -5.01814], [3.43959, -2.10233, -4.65550], [2.02185, -1.11228, -4.28040], [2.66510, -2.20961, -3.07500], [3.17500, 2.46940, -0.48122], [4.88109, 2.90318, -0.41553], [4.29085, 1.43418, 0.38456], [6.23318, 2.38705, -2.20115], [-2.04415, -2.01271, 0.20968], [-1.70950, -0.35582, -0.29297], [-2.21872, 0.33332, 0.36760], [-1.94250, -0.22414, -1.34589]], "forces_ev_per_a": [[-0.1, 0.7, 0.3], [0.0, 0.0, 0.0], [-0.1, -0.1, -0.1], [0.1, 0.0, 0.0], [-0.1, 0.0, 0.0], [0.1, -0.1, -0.1], [0.1, -0.1, 0.1], [0.1, 0.0, 0.0], [-0.1, 0.0, 0.0], [-0.2, 0.3, -0.1], [-0.1, -0.3, 0.3], [0.0, 0.4, -0.3], [0.0, -0.2, 0.1], [0.1, 0.4, 0.1], [0.0, -0.5, -0.1], [-0.1, 0.1, 0.1], [-0.1, 0.1, 0.0], [0.0, -0.2, 0.6], [0.1, 0.0, -0.1], [0.0, -0.1, -0.1], [0.1, 0.0, 0.0], [0.0, -0.2, 0.1], [0.0, 0.0, 0.0], [0.0, 0.0, 0.0], [0.0, 0.0, 0.0], [0.0, 0.0, 0.0], [0.0, 0.0, 0.0], [0.0, 0.0, 0.0], [0.0, 0.0, 0.0], [0.0, 0.0, 0.0], [0.0, -0.1, -0.1], [0.0, 0.0, 0.0], [0.0, 0.0, 0.0], [0.0, 0.0, 0.0], [0.0, 0.0, 0.0], [0.0, 0.0, 0.0], [0.0, 0.0, 0.0], [0.0, 0.0, -0.1], [0.0, -0.1, 0.0], [-0.1, 0.0, 0.1], [0.1, 0.0, 0.0], [-0.1, 0.1, 0.0], [0.0, 0.0, 0.0], [-0.2, -0.1, 0.0], [0.3, -0.5, 0.1], [0.1, 0.3, -0.5], [0.0, 0.0, 0.0], [0.0, 0.0, 0.0], [0.0, 0.0, 0.0], [0.0, 0.0, 0.0], [0.0, 0.0, 0.0], [0.0, 0.0, 0.0], [0.0, 0.0, 0.0], [0.0, 0.0, 0.0], [0.1, 0.0, 0.0], [0.0, 0.0, 0.0], [0.0, 0.0, 0.0], [-0.3, -0.1, -0.1], [0.4, -0.1, -0.3], [0.0, 0.1, 0.0], [-0.1, 0.0, 0.0]], "lowdin_charge": [1.23, -0.08, -0.09, -0.29, 0.01, -0.01, -0.28, -0.03, -0.01, 0.07, 0.08, -0.26, -0.03, 0.00, -0.30, -0.25, -0.14, 0.08, -0.14, -0.04, 0.00, -0.10, 0.09, 0.10, 0.09, 0.12, 0.12, 0.12, 0.10, 0.12, 0.12, 0.11, 0.10, 0.11, -0.05, -0.26, 0.00, -0.19, -0.03, -0.07, -0.18, -0.02, 0.00, -0.57, -0.09, -0.07, 0.07, 0.08, 0.08, 0.12, 0.08, 0.09, 0.09, 0.08, 0.07, 0.09, 0.12, 0.52, -0.69, 0.02, 0.03]}